This record from the OMol25 dataset describes 5 unconnected molecules or ions with the total composition C2H14O4S2 at a distorted geometry. The level of theory is ωB97M-V/def2-TZVPD.

Structure (XYZ):
```
22
Properties=species:S:1:pos:R:3:lowdin_charge:R:1
C 0.6957 1.4099 1.1524 -0.40
S 1.1103 -0.4183 0.9685 0.47
S -0.1585 -1.1300 2.5230 0.42
C -0.2133 -2.7803 1.7077 -0.50
H 1.5865 1.6668 0.6177 -0.01
H 0.7961 1.8943 2.1782 0.06
H -0.1797 1.5215 0.5577 0.01
H 0.7311 -3.2072 1.8994 0.00
H -0.5111 -2.6468 0.6651 0.01
H -1.0551 -3.3799 2.1922 0.06
O -2.3857 -0.2499 -2.5783 -0.05
H -1.4605 -0.0330 -2.3531 0.01
H -2.8469 -0.0293 -1.8001 0.00
O 0.7296 -0.5370 -2.1236 -0.16
H 0.7063 -1.1242 -1.3346 -0.05
H 1.4709 -1.0793 -2.6422 0.12
O 0.1168 0.6977 -6.4579 -0.03
H -0.2216 0.6388 -5.6173 -0.03
H -0.3744 1.3904 -6.9410 0.06
O 0.7844 2.6792 5.8703 -0.12
H -0.1242 2.7831 6.3021 0.07
H 0.8033 1.9336 5.2140 0.04
```

Values from the calculation:
**SMILES string**: CSSC.O.O.O.O
**E_tot**: -1181.8684 Ha
**Molecular weight**: 166.264 g/mol
**Gap between HOMO and LUMO**: 8.651 eV

This record from the OMol25 dataset describes a molecular structure, C2H14O4S2 at a distorted geometry. The level of theory is ωB97M-V/def2-TZVPD.

Structure (XYZ):
```
22
Properties=species:S:1:pos:R:3:lowdin_charge:R:1
C 0.6331 1.6162 -0.8153 -0.45
S -0.5528 2.2992 0.4031 0.49
S -2.1570 0.9721 0.0351 0.48
C -2.0245 -0.1976 1.4360 -0.43
H 0.1565 1.4165 -1.7696 0.02
H 0.8766 0.6611 -0.3650 -0.02
H 1.4924 2.2594 -0.9622 0.05
H -0.9934 -0.4885 1.5882 0.00
H -2.6296 -1.0384 1.0984 0.03
H -2.4313 0.2096 2.3542 0.03
H 0.4909 -1.1560 -1.9108 0.00
H 1.8415 -0.6156 -1.8023 0.04
O 1.3912 -1.4675 -1.6680 -0.08
H 1.6800 -1.2663 0.3953 0.08
H 1.1845 -1.7337 1.7343 0.11
O 1.1298 -0.9660 1.1478 -0.03
H 1.5744 -0.1652 2.0675 -0.08
H 0.9915 1.2787 2.2065 -0.06
O 1.3773 0.5836 2.7573 -0.16
H -1.6297 -0.0240 -2.3418 -0.01
H -1.3431 -1.5449 -2.7618 0.06
O -1.0583 -0.6327 -2.8268 -0.07
```

Values from the calculation:
**E_tot**: -1181.8915 Ha
**Molecular weight**: 166.264 g/mol
**Gap between HOMO and LUMO**: 9.263 eV

This record from the OMol25 dataset describes 6 unconnected molecules or ions with the total composition C2H14O5 at a distorted geometry. The level of theory is ωB97M-V/def2-TZVPD.

Structure (XYZ):
```
21
Properties=species:S:1:pos:R:3:lowdin_charge:R:1
C 0.3457 -2.8767 -1.0720 -0.05
C -0.3884 -1.9501 -0.4746 -0.07
H 0.2054 -2.9249 -2.1426 0.04
H 1.0033 -3.5487 -0.5445 0.05
H -1.0256 -1.2688 -1.0112 0.01
H -0.3761 -1.8100 0.6018 0.03
O -1.1837 0.3180 -2.3989 -0.05
H -1.3657 1.1952 -2.7050 0.03
H -1.2900 -0.4775 -2.9150 0.04
O 0.5771 -1.5622 3.1213 -0.06
H 0.2899 -0.7926 2.6094 0.01
H 1.5316 -1.4205 3.0775 0.04
O 2.5243 0.6966 -0.6350 -0.06
H 3.3964 0.7266 -1.0261 0.03
H 1.9117 1.1827 -1.1874 0.02
O -1.4954 0.9635 1.4122 -0.05
H -1.9015 0.1735 1.7707 0.04
H -0.8267 0.6624 0.7853 0.02
O -0.3647 3.4006 0.0101 -0.05
H -0.9854 3.2974 0.7271 0.02
H -0.7804 3.4014 -0.8497 0.02
```

Values from the calculation:
**SMILES string**: C=C.O.O.O.O.O
**E_tot**: -460.7305 Ha
**Molecular weight**: 118.129 g/mol
**Gap between HOMO and LUMO**: 10.313 eV

This record from the OMol25 dataset describes 5 unconnected molecules or ions with the total composition C2H14O5. The level of theory is ωB97M-V/def2-TZVPD.

Structure (XYZ):
```
21
Properties=species:S:1:pos:R:3:lowdin_charge:R:1
C -2.8272 -0.0021 0.2890 -0.08
C -1.5064 -0.2016 -0.4087 -0.32
O -0.6546 0.9269 -0.3514 -0.12
H -3.5077 -0.7741 -0.0635 0.08
H -3.2297 0.9524 0.0079 0.07
H -2.7552 0.0134 1.3741 0.07
H -0.9789 -1.1049 -0.0808 0.12
H -1.6307 -0.4301 -1.4650 0.11
H -0.2597 1.0541 0.5336 0.05
O 0.7983 0.6071 -2.5629 -0.08
H 0.8405 1.2771 -3.2505 0.05
H 0.3850 1.0222 -1.7705 0.02
O 2.5870 -0.6416 1.7336 -0.05
H 2.9689 -0.5764 0.8477 0.04
H 2.8454 -1.5338 1.9936 0.06
O 1.7603 -1.3307 -1.1425 -0.07
H 1.3401 -0.4620 -1.1315 -0.01
H 2.2613 -1.3033 -1.9646 0.04
O 0.4320 1.0114 2.1277 -0.05
H 0.0290 1.1744 2.9784 0.05
H 1.1022 0.3216 2.3064 0.03
```

Values from the calculation:
**SMILES string**: CCO.O.O.O.O
**E_tot**: -460.7931 Ha
**Molecular weight**: 118.129 g/mol
**Gap between HOMO and LUMO**: 10.942 eV

This record from the OMol25 dataset describes 5 unconnected molecules or ions with the total composition C2H15NO4 at a distorted geometry. The level of theory is ωB97M-V/def2-TZVPD.

Structure (XYZ):
```
22
Properties=species:S:1:pos:R:3:lowdin_charge:R:1
C 2.5089 -0.0966 1.4305 -0.12
N 1.7725 -1.3059 0.9879 -0.21
C 1.5870 -1.2225 -0.4866 -0.12
H 2.4987 -0.0987 2.5173 0.08
H 2.0231 0.7706 0.9900 0.08
H 3.5396 -0.0709 1.0641 0.08
H 2.3699 -2.1117 1.1474 0.10
H 1.1096 -2.1379 -0.8302 0.08
H 0.9150 -0.3819 -0.6498 0.07
H 2.5130 -1.0550 -1.0390 0.08
O -0.8689 -0.7833 1.6771 -0.08
H -1.0613 -0.4694 2.5810 0.07
H 0.0636 -1.1020 1.5463 0.02
O -0.4073 2.5275 -0.8106 -0.05
H -1.0104 3.2479 -0.7798 0.02
H -0.6485 1.9807 -1.5725 0.02
O -3.0218 1.4513 -2.6195 -0.06
H -3.3002 0.7507 -3.2202 0.04
H -2.7758 1.0063 -1.8211 -0.05
O -2.4746 -0.0653 -0.2898 -0.09
H -1.9725 -0.3506 0.4902 -0.02
H -3.3597 -0.4832 -0.3127 0.06
```

Values from the calculation:
**SMILES string**: CNC.O.O.O.O
**E_tot**: -440.8988 Ha
**Molecular weight**: 117.145 g/mol
**Gap between HOMO and LUMO**: 10.713 eV

This record from the OMol25 dataset describes 6 unconnected molecules or ions with the total composition C2H15NO5 at a distorted geometry. The level of theory is ωB97M-V/def2-TZVPD.

Structure (XYZ):
```
23
Properties=species:S:1:pos:R:3:lowdin_charge:R:1
C 0.5243 -1.1266 2.2634 -0.01
C 0.6196 0.0914 1.3056 -0.23
N 1.4862 0.0430 0.1181 0.15
H 0.8780 -1.9079 1.5630 0.07
H 1.2529 -1.0895 3.0531 0.08
H 0.9924 0.9409 1.9006 0.13
H 2.4769 0.2557 0.3476 0.14
H 1.3404 -1.0660 -0.2874 0.05
H -1.9612 -0.4772 -0.7833 0.03
H -0.9065 -1.6501 -0.5102 -0.01
O -1.7783 -1.3103 -0.2155 -0.10
H 1.4465 -2.9082 -1.1490 0.02
H -0.4694 -1.1598 2.5441 0.07
O 0.9236 -2.3248 -0.6078 -0.13
H -0.3816 0.3459 0.9805 0.10
H -2.3750 1.7686 -2.2958 0.08
O -1.8688 1.1900 -1.5792 -0.31
H -1.3767 3.7850 0.1783 0.06
H -1.2640 2.2218 -0.5221 -0.02
O -0.8671 2.9157 0.1276 -0.14
H 1.0802 0.2509 -1.7155 -0.01
H -0.3534 0.7511 -2.1749 0.02
O 0.5808 0.4604 -2.5413 -0.05
```

Values from the calculation:
**E_tot**: -515.8250 Ha
**Molecular weight**: 133.144 g/mol
**Gap between HOMO and LUMO**: 3.654 eV

This record from the OMol25 dataset describes 7 unconnected molecules or ions with the total composition C2H16ClO6 at a distorted geometry. The level of theory is ωB97M-V/def2-TZVPD.

Structure (XYZ):
```
25
Properties=species:S:1:pos:R:3:lowdin_spin:R:1
Cl -0.3011 0.7032 -0.5779 0.80
C -2.0412 -1.5357 1.7144 0.01
O -2.5425 -1.1058 0.4579 0.11
H -1.1628 -2.1461 1.5048 0.00
H -1.6736 -0.7282 2.3476 0.01
H -2.7692 -2.2222 2.1466 0.00
H -1.7897 -0.6395 0.0873 0.01
C 1.5010 -1.4972 2.3141 0.00
O 2.0580 -0.6637 1.3570 0.01
H 2.0241 -1.5898 3.2659 0.00
H 0.5065 -1.1392 2.5806 0.00
H 1.4612 -2.5105 1.9144 0.00
H 1.3318 -0.2994 0.8456 0.01
O 0.1712 0.6329 -4.1032 0.00
H -0.1711 -0.1499 -4.5349 0.00
H -0.0581 0.5180 -3.1810 0.00
O 1.0191 3.1058 -2.3853 0.02
H 0.6911 2.3869 -1.8451 0.00
H 1.3180 3.7620 -1.7558 0.00
O -0.8572 3.6029 1.0291 0.00
H -1.5508 3.6875 1.6832 0.00
H -0.7834 2.6606 0.8780 0.00
O 1.5911 -1.5797 -1.9731 0.01
H 0.9898 -2.2191 -2.3552 0.00
H 1.0376 -1.0333 -1.4151 0.01
```

Values from the calculation:
**Spin multiplicity**: 2
**E_tot**: -997.2711 Ha
**Molecular weight**: 171.597 g/mol
**Gap between HOMO and LUMO (alpha / beta)**: 10.895 / 4.383 eV

This record from the OMol25 dataset describes 7 unconnected molecules or ions with the total composition C2H16ClO6 at a distorted geometry. The level of theory is ωB97M-V/def2-TZVPD.

Structure (XYZ):
```
25
Properties=species:S:1:pos:R:3:lowdin_spin:R:1
Cl -0.0877 -1.2713 -0.2393 0.89
O 2.7686 0.3415 -1.1035 0.07
H 2.6467 1.0670 -0.4911 0.00
H 1.9437 0.2942 -1.5868 0.00
O 1.4731 -0.0650 2.2779 0.01
H 1.0588 -0.4029 1.4840 0.00
H 1.8228 0.7884 2.0215 0.00
O 0.4784 0.9426 -2.7429 0.01
H -0.0042 0.3392 -2.1779 0.00
H 0.6144 0.4542 -3.5548 0.00
O 1.6261 -1.8933 -2.9911 0.00
H 1.2229 -2.7335 -3.2096 0.00
H 1.4840 -1.7965 -2.0495 0.00
O 0.4946 -4.5738 0.4905 0.00
H 0.5401 -3.6493 0.2466 0.00
H 1.0273 -4.6394 1.2830 0.00
C -1.6985 1.9833 2.0817 0.00
C -2.6981 2.1329 0.9525 0.00
O -2.1856 1.3424 -0.0952 0.01
H -1.6181 0.9654 2.4631 0.00
H -1.9497 2.5573 2.9736 0.00
H -0.6828 2.2422 1.7827 0.00
H -2.8018 3.1861 0.6918 0.00
H -3.7036 1.8488 1.2631 0.00
H -1.7713 0.5396 0.2295 0.00
```

Values from the calculation:
**Spin multiplicity**: 2
**E_tot**: -997.3236 Ha
**Molecular weight**: 171.597 g/mol
**Gap between HOMO and LUMO (alpha / beta)**: 10.831 / 4.792 eV

This record from the OMol25 dataset describes 7 unconnected molecules or ions with the total composition C2H16NO8 at a distorted geometry. The level of theory is ωB97M-V/def2-TZVPD.

Structure (XYZ):
```
27
Properties=species:S:1:pos:R:3:lowdin_charge:R:1
O 0.6606 0.0262 1.0842 -0.07
C -0.4028 0.0651 0.4463 -0.62
O -0.8220 -0.7221 -0.4260 -0.06
C -1.4484 1.3596 0.5386 -0.18
N -2.9027 1.0499 0.5527 -0.03
H -1.0305 1.9778 1.3485 0.09
H -1.2427 1.8632 -0.4349 0.08
H -3.0851 0.5992 1.4836 0.07
H -3.0527 0.2587 -0.0886 0.05
H -2.1996 -0.9416 -3.7433 0.02
H -2.2230 -1.4091 -2.2325 0.00
O -2.0544 -1.6633 -3.1385 -0.06
H 1.9576 0.9520 -1.4469 0.01
H 3.2119 1.5904 -0.7325 0.03
O 2.6805 1.5507 -1.5053 -0.03
H 0.0461 -2.5540 -0.6929 0.03
H -0.1068 -2.4436 0.7293 0.02
O 0.0828 -3.1746 0.0843 -0.13
H 0.0058 2.7485 -2.0114 0.02
H 1.0503 1.8831 -2.8889 0.00
O 0.1554 2.0768 -2.6557 -0.04
H 1.1192 0.1682 3.1905 0.00
H -0.0424 1.0446 2.7174 0.00
O 0.4411 0.7599 3.5151 -0.08
H 2.9280 -1.8751 1.3174 0.02
H 2.0129 -0.6729 1.7198 -0.01
O 2.8310 -1.1926 1.9840 -0.11
```

Values from the calculation:
**Charge**: -1
**E_tot**: -742.5500 Ha
**Molecular weight**: 182.149 g/mol
**Gap between HOMO and LUMO**: 8.679 eV

This record from the OMol25 dataset describes 6 unconnected molecules or ions with the total composition C2H16O5S at a distorted geometry. The level of theory is ωB97M-V/def2-TZVPD.

Structure (XYZ):
```
24
Properties=species:S:1:pos:R:3:lowdin_charge:R:1
C 2.8291 0.7595 0.8697 -0.43
S 1.8545 0.8948 -0.6831 0.74
C 2.5386 -0.5475 -1.5897 -0.41
H 2.8039 -0.1948 1.4204 0.04
H 2.3399 1.6294 1.3298 0.01
H 3.8844 0.8804 0.8909 0.02
H 3.1869 -0.2582 -2.3990 0.02
H 2.7575 -1.4494 -1.0689 0.03
H 1.6375 -0.8966 -2.1683 0.03
O -0.6212 0.2488 2.8038 -0.04
H -0.3613 -0.6447 2.5611 0.06
H -0.6892 0.3580 3.7569 0.05
O -1.8438 1.9205 -1.2075 -0.09
H -2.0674 1.9412 -0.2753 -0.02
H -0.9260 2.2685 -1.3251 0.04
O -1.7042 -1.2114 -1.0059 -0.04
H -1.1146 -0.5184 -1.2992 0.03
H -2.3083 -0.7505 -0.4191 0.03
O -2.8413 0.9873 0.9870 -0.07
H -3.6772 1.0266 1.5345 0.10
H -2.1305 0.9546 1.6414 0.02
O -0.8328 -3.5880 -0.1171 -0.10
H -1.6469 -4.0868 -0.2069 0.02
H -1.0454 -2.6805 -0.4214 -0.03
```

Values from the calculation:
**SMILES string**: CSC.O.O.O.O.O
**E_tot**: -860.1505 Ha
**Molecular weight**: 152.212 g/mol
**Gap between HOMO and LUMO**: 8.988 eV

Number 8 is which compound?
C2H16ClO6